1.
# C46H51F3MoN2O3Se

C46H51F3MoN2O3Se as an isolated structure (ωB97M-V/def2-TZVPD, OMol25).

Computed properties:
Orbital gap = 5.32 eV
ΔE to the lowest compared entry with this formula, charge and spin = 0.00 kJ/mol
Spin multiplicity = 1
LUMO = -8.1553 eV
Total charge = +2
HOMO energy = -0.4952 Eh

The geometry in XYZ format:
```
107
Properties=species:S:1:pos:R:3:lowdin_charge:R:1
H -1.5719 2.6683 5.2354 0.085
C 3.0745 -1.7629 -4.4960 0.022
H -3.6307 5.2796 -1.7214 0.082
C -1.7509 -4.2264 0.9781 -0.284
H 2.5507 -0.2057 -0.2763 0.062
C 3.2797 -1.9746 1.7390 -0.025
H 3.1722 1.2681 0.4832 0.097
H -4.4481 6.1484 -0.4257 0.095
H -4.7586 -5.5215 0.1076 0.120
H -4.4768 -6.5950 2.2852 0.123
H -1.7190 0.8252 3.9456 0.106
C -0.2420 0.6441 -3.7849 -0.056
H -0.9838 2.6381 6.8922 0.096
H -1.5894 1.1552 6.1678 0.092
N -2.1994 -2.8242 -1.5468 -0.047
F 5.7463 -4.3063 -7.2018 0.169
H 4.2752 -0.0357 0.0366 0.094
H -4.5347 -4.8764 -2.0064 0.174
C -3.7083 -5.9326 1.9128 -0.034
H 4.2725 -0.3473 3.6976 0.096
H -3.0214 4.2810 2.4479 0.085
Se -2.2329 -0.5865 1.3541 1.229
C 3.4784 -4.0245 -3.6736 0.021
H -1.6991 3.7573 -3.9778 0.082
H -1.7374 4.0397 -1.9519 0.111
H -4.2482 -3.3904 -4.0457 0.137
C -0.7468 0.5788 3.5428 -0.028
C -0.6165 2.0076 -3.1951 -0.522
H 0.4842 3.8042 -2.6005 0.088
H -1.3778 5.7628 -0.6051 0.081
C 0.4194 0.9696 4.1967 -0.128
C 1.1349 3.0966 5.2800 -0.031
C 1.7788 -0.0895 2.4333 -0.067
C -3.7142 4.6168 1.6724 -0.057
C -0.6604 -0.1251 2.3585 -0.379
H 4.2673 -2.2277 1.3503 0.095
H -4.0486 5.6175 1.9453 0.095
H 2.1577 0.7639 6.3408 0.082
H 3.2197 -4.8325 -3.0032 0.131
H -2.1596 -1.7269 -3.4015 0.099
H 2.1804 2.9476 5.0074 0.082
F 6.1864 -2.1865 -7.1241 0.161
C 5.9854 -3.2766 -6.3808 -0.596
C -1.0240 2.0671 5.9649 -0.057
C -1.8793 3.1513 -1.3521 0.042
H 4.3830 -1.0996 -6.0567 0.133
H 1.3210 2.2927 -2.2356 0.088
H 2.5368 -2.4197 1.0757 0.066
O 0.5655 -1.1453 0.6403 -0.298
H -1.1091 5.2891 1.0776 0.092
H -0.9527 2.7436 -5.1985 0.095
H 4.2634 1.1712 2.7781 0.096
C -1.8601 5.6374 0.3654 -0.032
H 1.1145 3.6824 6.1997 0.095
H 1.0959 1.5091 7.5308 0.095
C -2.5715 -5.6822 2.6801 -0.024
C 4.8322 -3.0953 -5.4160 -0.069
C -2.6274 -2.5039 -2.8269 -0.073
C 2.7505 -2.8222 -3.6349 -0.225
C -3.8596 -5.3305 0.6800 0.001
H 0.6570 3.6832 4.4926 0.092
H -0.7000 -4.6151 2.7948 0.135
C -4.0712 5.1709 -0.7292 -0.031
C 0.7990 -2.4986 -1.8937 -0.112
C 0.4000 1.7651 5.4985 -0.554
H 1.2339 2.8830 -3.9035 0.096
C 0.5793 -0.4531 1.8199 -0.266
F 7.1130 -3.5406 -5.7106 0.169
O -1.0801 -0.4060 -1.3823 -0.336
H 0.6195 -0.0045 6.7542 0.095
C -3.6548 -3.3156 -3.1519 -0.014
H -2.4300 2.2048 -4.3914 0.098
Mo -0.5134 -1.9310 -0.5750 1.854
H -3.1920 2.1956 1.6023 0.105
C 4.5186 -4.1538 -4.5666 0.026
C -1.4814 2.7246 -4.2447 -0.031
H -4.5918 3.9667 1.6770 0.092
C 1.1136 0.9551 6.5915 -0.031
N -3.8509 -4.1386 -2.0643 0.155
C 0.6825 2.7963 -2.9657 -0.022
C -1.5910 -4.8260 2.2187 0.026
C -2.7002 2.1497 0.6410 -0.030
O -0.7827 -3.4007 0.5184 -0.264
H 2.5071 -0.8429 -4.4522 0.116
C -2.8759 -4.4695 0.1912 -0.083
H -4.9192 4.4881 -0.8056 0.095
C 1.6439 0.6207 3.6209 0.058
C 4.1182 -1.9053 -5.3874 0.029
H 5.0934 -5.0692 -4.6104 0.140
C 4.2853 0.0831 2.6950 -0.052
H 0.2579 0.8118 -4.7400 0.095
H 5.2333 -0.1923 2.2330 0.096
C 1.6986 -2.6634 -2.7174 0.003
C 3.1398 -0.4468 1.8300 -0.527
H 0.4377 0.0815 -3.1452 0.057
C -1.3719 1.9534 -1.8572 -0.066
C -3.0474 4.6655 0.2979 -0.553
H 2.5449 0.9265 4.1317 0.105
C -2.9684 -3.8293 -1.1054 -0.220
H -2.4574 -6.1569 3.6450 0.125
H -2.2061 6.6197 0.6893 0.095
H -1.1287 0.0426 -3.9883 0.074
C 3.2820 0.1828 0.4326 -0.027
H 3.1800 -2.4317 2.7249 0.099
C -2.5429 3.2928 -0.1381 -0.131
C -1.5521 0.8430 -1.0358 -0.252
C -2.1959 0.9436 0.1978 -0.390
```

=====

2.
# C2H2O5S2

C2H2O5S2 as an isolated structure at a distorted geometry (ωB97M-V/def2-TZVPD, OMol25).

Computed properties:
Orbital gap = 5.49 eV
ΔE to the lowest compared entry with this formula, charge and spin = 0.00 kJ/mol
Spin multiplicity = 1
LUMO = 5.9357 eV
Total charge = -2
HOMO energy = 0.0165 Eh

The geometry in XYZ format:
```
11
Properties=species:S:1:pos:R:3:lowdin_charge:R:1
O -0.7901 2.1001 -0.1995 -0.023
S -2.0417 -1.0013 -1.2750 0.478
O 1.0660 1.3189 -1.1580 -0.078
C -0.2462 -0.2747 -0.0065 -0.776
S 1.1080 -1.3087 -0.1240 0.354
O -3.2007 -0.7579 -0.3006 -0.485
O -2.0753 -0.1651 -2.4829 -0.424
H -0.9465 -0.3229 0.9179 0.086
H 1.5926 0.4753 -0.9238 -0.043
O -1.7163 -2.4071 -1.4556 -0.444
C -0.0773 1.0878 -0.3783 -0.644
```

=====

3.
# C5H9F2P

C5H9F2P in the gas phase at a distorted geometry (ωB97M-V/def2-TZVPD, OMol25).

Computed properties:
Orbital gap = 10.47 eV
ΔE to the lowest compared entry with this formula, charge and spin = 33.89 kJ/mol
Spin multiplicity = 1
LUMO = 1.0189 eV
SMILES = C/C=C/CC(F)(F)P
Total charge = 0
HOMO energy = -0.3475 Eh

The geometry in XYZ format:
```
17
Properties=species:S:1:pos:R:3:lowdin_charge:R:1
H 0.6640 0.7877 1.3896 0.102
C 0.1104 0.1828 0.7041 -0.130
H -1.7368 2.2761 1.0629 0.064
F 0.6211 0.0110 -2.1519 -0.054
H 0.6972 -1.9784 -0.0604 0.117
H 3.2537 -1.9218 -1.4462 -0.094
H -1.6147 -0.3587 -0.5086 0.113
H 1.8926 -1.0853 0.8911 0.120
H -2.4099 1.7084 -0.3816 0.052
C 1.0297 -0.8896 0.1611 -0.149
C -2.1246 1.3858 0.5947 -0.102
F 2.5350 0.6332 -1.1674 -0.059
H -3.1022 1.0726 1.0644 0.090
C -1.1391 0.2762 0.2434 -0.149
H 3.0017 -0.9207 -3.1469 -0.100
C 1.6226 -0.4717 -1.3364 -0.719
P 2.2582 -1.8391 -2.4252 0.898
```

=====

4.
# H2INS

H2INS in the gas phase at a distorted geometry (ωB97M-V/def2-TZVPD, OMol25).

Computed properties:
Orbital gap (alpha / beta) = 6.38 / 7.03 eV
ΔE to the lowest compared entry with this formula, charge and spin = 113.43 kJ/mol
Spin multiplicity = 3
LUMO (alpha / beta) = 0.1287 / -2.6613 eV
Total charge = 0
HOMO energy (alpha / beta) = -0.2297 / -0.3560 Eh

The geometry in XYZ format:
```
5
Properties=species:S:1:pos:R:3:lowdin_charge:R:1
N -0.2574 0.1364 -0.7870 -0.321
H 0.1927 -0.7931 -0.9561 0.007
I 1.7325 0.3042 1.7428 0.262
H -1.1776 0.3684 -1.1277 -0.021
S -0.4902 -0.0159 1.1280 0.072
```

=====

5.
# C18H11AlN6O2S3

C18H11AlN6O2S3 as an isolated structure at a distorted geometry (ωB97M-V/def2-TZVPD, OMol25).

Computed properties:
Orbital gap = 7.95 eV
ΔE to the lowest compared entry with this formula, charge and spin = 0.00 kJ/mol
Spin multiplicity = 1
LUMO = -0.7444 eV
Total charge = 0
HOMO energy = -0.3195 Eh

The geometry in XYZ format:
```
41
Properties=species:S:1:pos:R:3:lowdin_charge:R:1
O 2.7344 0.5096 0.5756 -0.278
C -2.0220 -2.8563 -1.9765 -0.032
H 2.3172 -5.7513 3.6376 0.099
C -2.4622 5.7432 0.4472 -0.182
C -0.0922 -1.2593 -1.0295 -0.436
C 2.9514 -4.4630 0.6626 -0.019
N -3.6843 7.4390 1.9251 0.184
H -1.2555 5.2420 -2.6814 0.117
N 0.1762 -2.5555 -1.1035 0.171
C -3.1276 6.6945 1.2542 -0.181
C 2.8884 -3.2678 -0.0194 -0.072
H -2.7754 -3.5150 -2.3693 0.103
C -2.1397 4.5048 0.9819 -0.057
C 2.0949 -3.3632 2.6349 -0.021
N 0.7515 -0.3449 -0.5774 -0.080
C 2.0357 -2.1713 1.9451 -0.053
H -0.5278 -4.3861 -1.6133 0.121
C 2.4395 -2.1291 0.6243 -0.325
H 1.6981 -1.2637 2.4197 0.121
H -3.1809 -1.0341 -2.1246 0.133
C -1.2066 3.7892 -1.1221 -0.610
S -1.3295 1.9558 1.0352 0.788
C -1.5125 5.0387 -1.6525 -0.052
H 2.9177 -6.5312 2.2252 0.098
H 1.7924 -3.4120 3.6709 0.111
S -0.3964 2.6619 -2.2327 0.785
N -1.2957 -0.6991 -1.3692 0.094
Al -0.4674 1.0425 -0.7616 -0.126
C -0.7762 -3.3345 -1.5684 -0.080
H 3.1888 -3.1852 -1.0496 0.113
C -2.2441 -1.4989 -1.8466 -0.060
O 3.0492 -0.7397 -1.5260 -0.270
C 2.5682 -4.5247 2.0106 -0.318
C -2.1590 6.0125 -0.8979 -0.180
N -2.9042 8.2417 -1.9128 0.184
N 2.7127 -5.6809 2.7180 0.116
C -1.5499 3.5085 0.2133 -0.617
H -2.3659 4.2927 2.0148 0.117
H 3.3108 -5.3538 0.1674 0.111
S 2.3992 -0.6017 -0.2600 0.665
C -2.5513 7.2456 -1.4692 -0.181
```

=====

6.
# C11H15N2O

An isolated ion of composition C11H15N2O and charge +1 at a distorted geometry (ωB97M-V/def2-TZVPD, OMol25).

Computed properties:
Orbital gap = 9.83 eV
ΔE to the lowest compared entry with this formula, charge and spin = 189.00 kJ/mol
Spin multiplicity = 1
LUMO = -2.9559 eV
SMILES = C[NH+](C)[C@@]1(c2ccccc2)CNC1=O
Total charge = +1
HOMO energy = -0.4698 Eh

The geometry in XYZ format:
```
29
Properties=species:S:1:pos:R:3:lowdin_charge:R:1
C -1.2304 -1.4507 0.8690 0.016
C -0.7594 -0.4070 -0.0162 -0.178
H 2.6491 -2.4520 -1.3426 0.148
H -1.2795 0.8644 -1.7072 0.126
H -3.0550 -2.4704 1.5522 0.126
H 1.1349 0.2008 2.1697 0.083
O 1.8939 -1.9166 1.3215 0.137
C 1.4599 -0.6753 -1.7822 0.018
H 0.7975 -1.1115 -2.5354 0.108
N 2.0917 -1.7237 -0.9587 0.086
H 1.5675 3.1478 0.0643 0.058
C -1.6504 0.3922 -0.7671 -0.048
C 0.9597 1.1600 1.7384 0.016
H 2.4155 0.8663 0.2811 0.198
C 0.7327 -0.2289 -0.1926 -0.201
H 0.0975 2.5017 -0.6180 0.143
C -2.6278 -1.5896 1.0224 -0.053
H 2.3445 0.0470 -2.2265 0.155
C 1.6537 -1.3981 0.2878 -0.488
H 1.9044 2.4153 -1.2755 0.084
H -0.5120 -2.1097 1.3358 0.107
N 1.3811 0.9781 0.3305 -0.118
C 1.2451 2.3292 -0.4521 0.056
C -3.0586 0.1620 -0.6332 -0.034
C -3.5484 -0.8297 0.2747 -0.041
H -0.1417 1.4930 1.9133 0.159
H 1.6762 1.9417 2.1502 0.136
H -4.5723 -1.0331 0.4538 0.096
H -3.5692 0.8971 -1.2575 0.107
```

=====

7.
# C5H9NO

C5H9NO in the gas phase (ωB97M-V/def2-TZVPD, OMol25).

Computed properties:
Orbital gap = 7.68 eV
ΔE to the lowest compared entry with this formula, charge and spin = 414.78 kJ/mol
Spin multiplicity = 1
LUMO = 0.1994 eV
Total charge = 0
HOMO energy = -0.2749 Eh

The geometry in XYZ format:
```
16
Properties=species:S:1:pos:R:3:lowdin_charge:R:1
H -0.5460 -1.6937 -0.1306 0.072
H -1.0121 1.7384 0.1348 0.127
O 0.3048 -1.3637 0.2064 0.037
C -2.4183 -0.6333 -0.5824 -0.063
C 0.2470 -0.0038 0.1534 -0.370
H 3.3553 0.6316 -0.7568 0.072
C 1.3876 0.7151 0.0853 -0.097
C -1.0386 0.6521 0.2283 -0.068
H 3.2975 0.2444 0.9560 0.077
H -2.6119 -0.0646 -1.4808 0.050
N -2.1909 0.0336 0.6211 -0.103
H 2.7169 -0.9369 -0.2185 0.071
H -2.6592 -1.6932 -0.5732 0.057
H -2.8881 0.4514 1.2269 0.130
H 1.2982 1.7947 0.1209 0.100
C 2.7578 0.1280 0.0092 -0.092
```

=====

So what do the calculations give for energy? Going down the list: -132994.3178 -34014.0122 -20052.5471 -20455.0548 -70986.4400 -16668.8759 -8864.9137 eV.